49
Properties=species:S:1:pos:R:3 method="wB97M-V/def2-TZVPD" largest_force_ha_per_bohr=0.09139 total_charge=-2 homo_lumo_gap_ev="3.3616 / 7.0618" multiplicity=4 homo_ev="0.376 / -3.057"
C -0.8492 0.8929 -3.0505
C -1.0675 -0.4939 -3.2908
C 0.1959 -1.1728 -3.0409
C -2.2957 -1.0652 -3.8994
C 1.1733 -0.1773 -2.6452
C 0.5544 1.0875 -2.7847
C 1.2351 2.3818 -2.6699
C -1.8968 1.9244 -3.1681
C 0.4405 -2.5630 -3.4839
C 2.5949 -0.4408 -2.3020
Re -0.5665 -0.5782 -1.0961
Cl -1.6275 -2.6721 -1.2976
Cl -2.7079 -0.0399 -0.4426
Cl 1.0348 -2.3518 -0.5197
H -3.1794 -0.4745 -3.6469
H -2.5185 -2.0368 -3.4693
H -2.2334 -1.1629 -4.9908
H -0.3788 -3.1931 -3.1022
H 1.3533 -2.9486 -3.0317
H 0.4515 -2.5834 -4.5842
H 2.7468 -1.3651 -1.7099
H 3.0344 0.3683 -1.7085
H 3.1134 -0.5468 -3.2655
H 2.0543 2.3646 -1.9474
H 0.5655 3.1880 -2.3840
H 1.6916 2.6258 -3.6361
H -2.8498 1.5768 -2.7545
H -2.0445 2.2463 -4.2110
H -1.6404 2.8002 -2.5719
O -0.2872 1.3277 -0.5194
H -0.7657 1.6876 0.2612
O 2.0143 -0.2342 1.2656
C 0.8598 -0.3122 1.6576
O -0.2454 -0.5476 0.9997
C 0.5398 -0.1229 3.1283
C -0.5553 0.6518 3.5491
C -0.7988 0.8697 4.9229
C 0.0051 0.2790 5.9019
C 1.0870 -0.5010 5.4940
C 1.3873 -0.6488 4.1057
N 1.8445 -1.2387 6.4910
O 1.4709 -1.1227 7.6789
O 2.8186 -1.9374 6.1238
N -1.8964 1.7482 5.2763
O -2.5161 2.2773 4.3182
O -2.1993 1.9195 6.4684
H -1.2079 1.1132 2.8158
H -0.2289 0.3853 6.9532
H 2.2898 -1.1842 3.8129